1.
Computed, not measured: an isolated molecule of C3H5NOS at a distorted geometry, with ωB97M-V with the def2-TZVPD basis set.

The geometry in XYZ format:
```
11
Properties=species:S:1:pos:R:3:lowdin_charge:R:1
C 1.477 -0.238 -0.226 -0.3776
C 1.272 1.054 -0.268 0.1669
C -0.865 -0.197 0.715 -0.8098
N -0.179 -0.854 -0.077 -0.0488
O 2.242 -1.093 -0.477 0.1798
S -2.565 -0.111 0.656 0.7389
H 2.090 1.564 -0.300 0.0332
H 0.326 1.608 -0.171 0.1095
H -0.417 0.368 1.497 0.0559
H -0.578 -1.238 -0.908 0.0916
H -2.803 -0.863 -0.439 -0.1398
```

Properties
Charge: 0
Maximum force: 0.1662 hartree/bohr
Orbital gap (alpha / beta): 5.732 / 6.395 eV
Multiplicity: 3
<S²>: 2.02
HOMO energy (alpha / beta): -4.99 / -9.10 eV

***

2.
Computed, not measured: an isolated molecule of C3H5NOS at a distorted geometry, with ωB97M-V with the def2-TZVPD basis set.

The geometry in XYZ format:
```
11
Properties=species:S:1:pos:R:3:lowdin_charge:R:1
C -0.652 1.037 -0.330 -0.1709
C -0.053 -0.373 -0.156 -0.3450
C 1.491 -0.414 0.366 -0.0013
N -1.929 1.118 -0.312 -0.3650
O -1.166 -1.108 0.499 -0.4211
S -2.804 -0.096 0.287 0.8964
H -0.138 1.861 -0.607 0.0769
H -0.104 -0.935 -1.151 0.1592
H 1.735 0.645 0.469 0.0656
H 1.927 -0.928 -0.414 0.0349
H 1.693 -0.807 1.348 0.0704
```

Properties
Charge: 0
Maximum force: 0.0850 hartree/bohr
Orbital gap (alpha / beta): 7.330 / 7.813 eV
Multiplicity: 3
<S²>: 2.02
HOMO energy (alpha / beta): -6.77 / -9.82 eV

***

3.
Computed, not measured: a structure of composition C3H5NOS2 at a distorted geometry, with ωB97M-V with the def2-TZVPD basis set.

The geometry in XYZ format:
```
12
Properties=species:S:1:pos:R:3:lowdin_charge:R:1
C 3.493 0.321 0.286 -0.4405
C -0.481 1.036 -0.222 -0.2482
C -1.299 -0.213 -0.210 -0.8729
H 4.395 0.204 -1.059 0.1581
H 3.217 1.437 0.736 0.0423
H 4.028 -0.602 1.196 0.1038
H -1.025 1.945 -0.289 0.0743
H -3.550 -0.986 0.058 -0.0753
N 0.815 0.873 -0.006 -0.3346
O -0.689 -1.284 0.045 -0.1264
S 1.764 -0.480 -0.147 0.8032
S -2.861 0.186 0.141 0.9162
```

Properties
Charge: 0
Maximum force: 0.1061 hartree/bohr
Orbital gap: 8.131 eV
Multiplicity: 1
HOMO energy: -8.67 eV

***

4.
Computed, not measured: a structure of composition C3H5NOS2 at a distorted geometry, with ωB97M-V with the def2-TZVPD basis set.

The geometry in XYZ format:
```
12
Properties=species:S:1:pos:R:3:lowdin_charge:R:1
C 0.155 -0.877 -0.037 -0.3963
C -1.332 -0.687 0.323 -0.4421
C -0.290 1.542 -0.050 -0.7191
H 2.643 0.156 -1.501 -0.0686
H 0.618 -1.590 -1.075 0.1888
H 0.555 -1.476 0.883 0.1303
H -1.988 -1.579 0.307 0.0797
H -1.271 -0.252 1.521 0.1524
N 0.664 0.420 -0.001 -0.5692
O -0.236 2.750 0.321 -0.0306
S 2.358 0.716 -0.164 0.7597
S -1.876 0.879 -0.526 0.9151
```

Properties
Charge: 0
Maximum force: 0.1035 hartree/bohr
Orbital gap: 9.610 eV
Multiplicity: 1
HOMO energy: -9.23 eV

***

Energy above the lowest of the compared OMol25 structures with the same formula, charge and spin readings, ordered: 169.8; 69.1; 549.9; 254.5 kJ/mol